Record 1
Formula: C3H10NO3
Source: the OMol25 dataset
Level of theory: ωB97M-V with the def2-TZVPD basis set

```
17
Properties=species:S:1:pos:R:3:lowdin_charge:R:1
O -1.707 1.686 -0.320 0.161
C -1.043 0.818 -0.802 -0.478
O -0.243 0.907 -1.863 0.158
C -0.842 -0.574 -0.139 -0.228
C 0.593 -0.750 0.312 -0.028
N -1.835 -0.677 0.987 0.242
H -0.214 1.810 -2.188 0.149
H -1.061 -1.386 -0.836 0.170
H 1.226 -0.662 -0.561 0.086
H 0.944 -0.019 1.045 0.103
H 0.752 -1.740 0.749 0.103
H -1.885 0.178 1.545 0.180
H -1.569 -1.529 1.481 0.177
H -2.778 -0.918 0.672 0.186
H 3.132 1.627 -0.369 0.023
H 3.213 0.177 -0.071 0.040
O 3.318 1.052 0.359 -0.044
```

Gap between HOMO and LUMO (eV): 10.84
LUMO (eV): -3.806
Electronic energy (eV): -10899.328
Charge: +1
Spin multiplicity: 1



Record 2
Formula: C3H10NO3
Source: the OMol25 dataset
Level of theory: ωB97M-V with the def2-TZVPD basis set

```
17
Properties=species:S:1:pos:R:3:lowdin_charge:R:1
C -1.010 0.063 -1.338 -0.119
C -0.558 -1.155 -0.515 -0.057
C 0.902 -1.105 -0.123 -0.508
O 1.322 -2.279 0.317 0.168
O 1.591 -0.110 -0.142 0.104
N -0.676 1.355 -0.635 0.185
H -0.720 0.154 -2.378 0.136
H -2.081 -0.144 -1.406 0.135
H -0.850 -2.076 -1.014 0.142
H -1.127 -1.112 0.416 0.141
H 2.269 -2.265 0.394 0.135
H -1.300 1.511 0.164 0.122
H -0.760 2.049 -1.382 0.174
H 0.317 1.375 -0.352 0.138
H -0.442 2.818 2.413 0.070
H -1.646 2.031 2.531 0.062
O -0.956 2.198 1.895 -0.027
```

Gap between HOMO and LUMO (eV): 11.77
LUMO (eV): -3.177
Electronic energy (eV): -10900.003
Charge: +1
Spin multiplicity: 1



Record 3
Formula: C3H10NOP
Source: the OMol25 dataset
Level of theory: ωB97M-V with the def2-TZVPD basis set

```
16
Properties=species:S:1:pos:R:3:lowdin_charge:R:1
C 1.472 -0.862 1.716 -0.076
N 0.331 -1.373 1.774 -0.100
C 0.102 -2.548 2.569 -0.150
H 2.351 -1.237 2.255 0.080
H 1.621 0.013 1.100 0.053
H 0.580 -3.414 2.109 0.080
H 0.499 -2.443 3.582 0.077
H -0.974 -2.716 2.609 0.068
C -1.349 2.375 -2.859 -0.351
P -0.228 2.121 -1.412 0.735
O -0.283 0.476 -1.362 -0.413
H -1.123 1.638 -3.629 0.029
H -2.385 2.263 -2.542 0.022
H -1.205 3.381 -3.248 0.023
H 0.954 2.209 -2.185 -0.074
H -0.364 0.116 -0.475 -0.001
```

Gap between HOMO and LUMO (eV): 9.95
LUMO (eV): 1.056
Electronic energy (eV): -16098.630
SMILES string: C=NC.CPO
Spin multiplicity: 1